25
Properties=species:S:1:pos:R:3:mulliken_charge:R:1 method="wB97M-V/def2-TZVPD" energy_ev=-42220.4500 gap_ev=8.884 spin_multiplicity=1 fmax_ev_per_a=4.26 charge=-1 de_lowest_kcal_mol=0.8
C -2.199 2.527 0.051 -0.39
C -1.357 2.077 -0.906 -0.45
C -1.835 2.376 1.394 -0.45
C -0.183 1.446 -0.539 -0.44
C -0.711 1.662 1.708 0.06
C 0.133 1.077 0.775 0.33
C 1.406 0.337 0.979 -0.27
O 1.697 1.792 3.321 -0.68
O 1.996 -0.666 3.212 -0.57
O 3.622 0.882 2.186 -0.68
O 0.903 -2.144 -0.072 -0.01
Si 0.692 -2.595 -1.605 0.15
Si 1.472 -1.518 1.485 0.55
S 2.245 0.708 2.528 1.21
H -2.950 3.268 -0.178 0.30
H -1.511 2.099 -2.014 0.29
H -2.276 2.970 2.271 0.24
H 0.330 0.969 -1.355 0.25
H -0.486 1.814 2.852 0.12
H 2.196 0.596 0.187 0.40
H 0.382 -1.359 -2.427 -0.17
H 1.870 -2.768 -2.613 -0.16
H -0.191 -3.815 -1.704 -0.14
H 2.582 -2.394 1.704 -0.27
H 0.299 -2.018 2.233 -0.23

=====

9
Properties=species:S:1:pos:R:3:mulliken_charge:R:1 method="wB97M-V/def2-TZVPD" energy_ev=-15948.2433 gap_ev="5.857 / 5.885" spin_multiplicity=1 fmax_ev_per_a=3.44 charge=0 de_lowest_kcal_mol=130.1
C -0.083 -0.652 0.299 -0.32
C 0.632 0.581 -0.154 -0.27
N -0.995 -0.364 -0.840 0.09
N -0.374 0.742 -1.140 -0.29
S 1.303 1.548 1.756 -0.33
H 0.489 -1.653 0.389 0.25
H -0.633 -0.301 1.204 0.31
H 1.628 0.466 -0.705 0.31
H -1.968 -0.367 -0.808 0.26

=====

56
Properties=species:S:1:pos:R:3:mulliken_charge:R:1 method="wB97M-V/def2-TZVPD" energy_ev=-56258.7179 gap_ev="2.849 / 2.830" spin_multiplicity=2 fmax_ev_per_a=2.10 s2=0.776 charge=+1
C -0.458 0.800 -4.614 1.39
C 0.122 2.149 -4.509 -1.35
C 0.374 -0.312 -5.091 -1.27
C -1.920 0.646 -4.556 -1.39
H 0.425 -0.335 -6.194 0.40
H -0.028 -1.284 -4.778 0.37
H 1.409 -0.222 -4.733 0.38
H 0.109 2.669 -5.483 0.39
H 1.168 2.116 -4.179 0.36
H -0.450 2.772 -3.809 0.40
H -2.384 0.816 -5.543 0.40
H -2.367 1.374 -3.867 0.40
H -2.208 -0.364 -4.239 0.37
C 2.236 -0.069 0.971 -0.17
C 2.164 -0.893 -0.197 -1.08
C 1.729 -0.066 -1.296 -0.39
H 2.431 -1.947 -0.233 0.46
C 1.562 1.272 -0.801 0.02
C 1.882 1.272 0.584 -1.01
H 1.887 2.145 1.235 0.51
H 2.594 -0.377 1.949 0.53
H 1.636 -0.358 -2.343 0.58
H 1.316 2.151 -1.396 0.41
C -2.109 -0.960 0.339 -0.71
C -1.181 -1.981 0.765 -0.38
C -0.353 -2.301 -0.355 -1.08
H -1.162 -2.466 1.737 0.52
C -0.738 -1.461 -1.456 -0.32
C -1.828 -0.634 -1.014 -0.08
H -2.396 0.063 -1.633 0.34
H -2.909 -0.535 0.941 0.44
H 0.412 -3.083 -0.365 0.48
H -0.366 -1.502 -2.482 0.46
V 0.167 -0.209 0.230 0.70
C 1.819 -0.944 4.464 -1.33
C 0.308 -0.754 4.472 -0.71
P -0.381 0.231 3.065 0.47
C -2.180 0.216 3.482 -0.49
C -2.618 0.350 4.940 -1.37
C 0.197 1.941 3.426 -0.49
C -0.305 2.660 4.673 -1.51
H 2.141 -1.595 3.644 0.31
H 2.114 -1.434 5.401 0.42
H 2.376 0.001 4.406 0.28
H -0.190 -1.736 4.423 0.44
H -0.030 -0.266 5.397 0.44
H -2.611 1.029 2.879 0.45
H -2.581 -0.718 3.064 0.29
H -2.339 1.317 5.378 0.25
H -3.712 0.286 4.973 0.43
H -2.227 -0.449 5.580 0.28
H 1.295 1.915 3.406 0.35
H -0.101 2.514 2.535 0.37
H -0.140 2.103 5.606 0.31
H 0.233 3.610 4.766 0.43
H -1.370 2.906 4.596 0.33

=====

129
Properties=species:S:1:pos:R:3:mulliken_charge:R:1 method="wB97M-V/def2-TZVPD" energy_ev=-115449.7932 gap_ev=6.648 spin_multiplicity=1 fmax_ev_per_a=2.41 charge=+1
Ti -0.591 -0.075 0.483 -1.20
O -0.239 -1.288 4.387 -0.58
C -0.229 -1.137 3.189 -0.52
N -0.781 -0.112 2.463 2.22
C -1.706 0.691 3.066 -0.65
O -2.102 0.637 4.207 -0.60
C -2.232 1.707 2.091 0.97
C -3.086 2.712 2.535 -1.37
C -3.535 3.655 1.628 -1.22
C -3.111 3.555 0.308 -1.04
C -2.277 2.506 -0.048 -0.35
N -1.832 1.596 0.819 1.39
C 0.337 -2.183 2.263 0.76
C 0.928 -3.332 2.776 -1.16
C 1.199 -4.378 1.906 -1.26
C 0.858 -4.231 0.569 -0.48
C 0.309 -3.031 0.135 -1.33
N 0.057 -2.026 0.967 1.92
H -3.382 2.719 3.574 0.65
H -4.220 4.432 1.931 0.54
H -3.452 4.256 -0.440 0.59
H -1.976 2.364 -1.079 -0.38
H 1.116 -3.385 3.839 0.59
H 1.631 -5.298 2.268 0.55
H 1.025 -5.029 -0.137 0.61
H 0.022 -2.885 -0.903 0.22
C -0.632 2.717 -3.433 -1.20
C -1.229 1.319 -3.633 0.90
C -1.001 0.956 -5.101 -1.57
P -0.687 0.084 -2.269 2.21
C 0.833 -0.852 -2.902 1.72
C 1.910 0.127 -3.354 -1.25
C 0.637 -1.961 -3.930 -1.96
C -2.026 -1.163 -2.377 -0.04
C -2.497 -1.712 -3.568 -0.03
C -3.554 -2.605 -3.626 0.40
C -4.047 -3.143 -4.933 -1.80
C -4.164 -2.964 -2.426 -1.29
C -3.731 -2.440 -1.233 -0.14
C -2.653 -1.531 -1.160 0.08
N -2.259 -1.008 0.043 1.96
C -3.144 -1.239 1.146 -2.01
C -3.013 -2.332 2.025 1.53
C -2.349 -3.631 1.647 -1.82
C -3.687 -2.305 3.239 -0.26
C -4.586 -1.300 3.565 0.31
C -5.248 -1.263 4.903 -1.68
C -4.912 -0.397 2.566 -0.82
C -4.240 -0.374 1.352 1.42
C -4.809 0.449 0.229 -1.17
H -1.042 3.386 -4.190 0.62
H 0.447 2.702 -3.561 0.26
H -0.855 3.153 -2.463 0.08
H -2.314 1.381 -3.462 0.64
H 0.040 1.083 -5.380 0.35
H -1.587 1.636 -5.718 0.52
H -1.307 -0.050 -5.353 0.24
H 1.210 -1.307 -1.978 -1.22
H 1.699 0.537 -4.336 0.34
H 2.869 -0.385 -3.402 0.42
H 1.997 0.937 -2.635 0.04
H 0.394 -1.559 -4.909 0.32
H -0.140 -2.665 -3.638 0.46
H 1.572 -2.510 -4.026 0.48
H -2.035 -1.439 -4.500 -0.02
H -3.322 -2.979 -5.727 0.39
H -4.977 -2.650 -5.216 0.33
H -4.252 -4.209 -4.853 0.39
H -4.989 -3.662 -2.431 0.47
H -4.235 -2.720 -0.319 0.42
H -2.064 -3.649 0.597 0.02
H -3.071 -4.434 1.810 0.65
H -1.491 -3.859 2.277 0.42
H -3.526 -3.117 3.931 0.48
H -5.505 -2.267 5.236 0.39
H -6.146 -0.651 4.876 0.40
H -4.555 -0.836 5.627 0.31
H -5.728 0.295 2.725 0.43
H -5.824 0.744 0.487 0.50
H -4.847 -0.143 -0.685 0.18
H -4.236 1.343 0.014 0.07
O 1.221 0.037 0.149 0.03
Si 2.820 0.234 0.297 0.17
C 3.481 1.981 -0.109 1.35
C 3.570 2.925 0.911 -0.82
C 4.136 4.168 0.699 -0.80
C 4.673 4.485 -0.539 -0.81
C 4.608 3.558 -1.562 -1.17
C 4.007 2.329 -1.351 0.37
C 3.538 -0.086 2.034 -0.01
C 2.755 -0.122 3.180 0.82
C 3.297 -0.387 4.426 -0.71
C 4.661 -0.590 4.550 -0.92
C 5.469 -0.519 3.427 -0.77
C 4.911 -0.276 2.186 -0.66
C 3.799 -1.010 -0.774 0.68
C 5.048 -0.730 -1.322 -0.41
C 5.724 -1.665 -2.087 -0.95
C 5.178 -2.919 -2.304 -0.92
C 3.961 -3.236 -1.729 -0.53
C 3.298 -2.290 -0.971 0.43
H 3.192 2.676 1.894 0.40
H 4.171 4.891 1.501 0.47
H 5.153 5.440 -0.696 0.42
H 5.034 3.788 -2.529 0.48
H 3.976 1.619 -2.164 0.41
H 1.694 0.068 3.081 -0.33
H 2.657 -0.437 5.295 0.58
H 5.093 -0.796 5.518 0.39
H 6.537 -0.659 3.521 0.47
H 5.551 -0.232 1.317 0.37
H 5.504 0.232 -1.144 0.55
H 6.681 -1.418 -2.521 0.46
H 5.706 -3.651 -2.895 0.42
H 3.532 -4.218 -1.868 0.50
H 2.365 -2.542 -0.493 -0.40
N 0.249 3.047 3.192 -0.05
C 0.506 3.505 1.935 0.10
C 0.702 4.879 1.702 -1.33
C 0.930 5.311 0.417 -1.16
C 0.955 4.372 -0.612 -1.18
C 0.748 3.048 -0.291 0.20
N 0.506 2.608 0.944 1.77
H 0.393 3.677 3.965 0.29
H 0.413 2.070 3.383 -0.07
H 0.694 5.570 2.530 0.50
H 1.115 6.352 0.205 0.50
H 1.153 4.666 -1.628 0.64
H 0.804 2.269 -1.043 -0.44

=====

16
Properties=species:S:1:pos:R:3:mulliken_charge:R:1 method="wB97M-V/def2-TZVPD" energy_ev=-8866.3479 gap_ev=10.305 smiles="C=CCCC(N)=O" spin_multiplicity=1 fmax_ev_per_a=7.96 charge=0 de_lowest_kcal_mol=66.1
C -0.450 0.886 -0.770 -0.40
C -1.042 -0.186 0.134 -0.72
C -0.118 -0.180 1.311 -0.12
C -0.442 -0.952 2.430 -0.84
C 0.678 0.834 -1.751 0.39
N 1.439 -0.350 -1.727 -0.34
O 0.940 1.713 -2.559 -0.59
H -1.434 1.195 -1.233 0.28
H -0.076 1.851 -0.069 0.21
H -1.137 -1.217 -0.096 0.45
H -1.955 0.181 0.524 0.41
H 0.869 0.293 1.320 0.35
H 0.225 -0.759 3.380 0.20
H -1.053 -1.731 2.337 0.36
H 1.169 -1.099 -1.168 0.17
H 2.387 -0.478 -2.063 0.22

=====

13
Properties=species:S:1:pos:R:3:mulliken_charge:R:1 method="wB97M-V/def2-TZVPD" energy_ev=-10175.0274 gap_ev=8.111 spin_multiplicity=1 fmax_ev_per_a=3.45 charge=0 de_lowest_kcal_mol=116.1
C -0.146 0.977 0.245 0.05
C 0.109 -0.231 0.751 0.35
N -0.272 0.281 -1.069 -0.44
N 0.229 -0.981 -0.482 0.10
N -0.060 2.332 0.488 -0.43
N -0.384 -2.180 -0.758 -0.63
O 0.255 -0.707 2.009 -0.52
H 0.280 0.585 -1.909 0.26
H 0.415 2.571 1.316 0.19
H -0.169 3.016 -0.201 0.19
H -1.421 -1.952 -1.010 0.27
H 0.040 -2.544 -1.603 0.27
H 1.123 -1.167 2.223 0.34

=====

64
Properties=species:S:1:pos:R:3:mulliken_charge:R:1 method="wB97M-V/def2-TZVPD" energy_ev=-63121.9289 gap_ev="3.220 / 5.764" spin_multiplicity=4 fmax_ev_per_a=3.94 s2=3.767 charge=-1 de_lowest_kcal_mol=9.2
O 0.294 -0.084 -4.615 -0.38
C 0.259 1.262 -5.244 -0.46
C 0.221 0.727 -6.673 -0.80
H 1.175 1.833 -4.964 0.21
H -0.661 1.799 -4.955 0.28
C 0.304 -0.649 -5.949 1.36
H 1.079 0.991 -7.295 0.32
H -0.758 0.864 -7.146 0.29
C 1.544 -1.445 -6.274 -1.72
H 2.453 -0.849 -6.135 0.36
H 1.477 -1.725 -7.334 0.43
H 1.581 -2.366 -5.676 0.38
C -0.911 -1.460 -6.304 -1.76
H -1.831 -0.886 -6.144 0.37
H -0.942 -2.414 -5.774 0.40
H -0.824 -1.683 -7.377 0.42
V -0.358 -0.550 2.227 0.88
C -2.587 -0.928 2.853 -0.25
C -2.421 0.491 2.872 -0.80
C -1.997 0.923 1.569 -0.68
H -2.683 1.148 3.694 0.50
C -1.999 -0.246 0.707 -0.33
C -2.330 -1.392 1.526 -1.08
H -2.454 -2.418 1.193 0.54
H -2.928 -1.548 3.682 0.36
H -1.776 1.944 1.264 0.43
H -1.907 -0.247 -0.374 0.73
C 1.155 -2.220 2.960 -0.31
C 0.231 -2.728 1.990 -0.74
C 0.470 -2.041 0.753 -0.72
H -0.484 -3.531 2.160 0.42
C 1.507 -1.058 0.973 -0.29
C 1.927 -1.175 2.339 -0.81
H 2.706 -0.608 2.820 0.42
H 1.267 -2.623 3.957 0.60
H -0.003 -2.273 -0.202 0.48
H 1.962 -0.415 0.220 0.49
O 1.837 1.228 -1.902 -0.53
C 0.585 0.517 -2.019 1.84
C -0.559 1.546 -2.172 -0.49
H 0.412 -0.175 -1.157 -1.18
H 0.709 -0.112 -2.907 0.11
C 0.113 2.915 -2.395 -0.65
H -1.049 1.576 -1.196 0.04
H -1.259 1.219 -2.943 0.37
C 1.510 2.650 -1.808 -0.57
H -0.406 3.743 -1.880 0.44
H 0.191 3.153 -3.457 0.09
H 1.472 2.908 -0.736 0.28
H 2.335 3.225 -2.241 0.36
C -0.751 1.756 6.211 -1.15
Si 0.128 0.205 5.590 0.29
C 1.958 0.246 6.065 -1.08
C -0.672 -1.295 6.404 -0.96
O -0.001 0.089 3.971 -0.42
H -0.745 1.834 7.308 0.36
H -1.801 1.768 5.893 0.25
H -0.276 2.665 5.821 0.26
H 2.103 0.157 7.151 0.37
H 2.512 -0.576 5.593 0.26
H 2.430 1.187 5.751 0.27
H -1.742 -1.366 6.149 0.23
H -0.195 -2.237 6.083 0.23
H -0.599 -1.244 7.498 0.44

=====

51
Properties=species:S:1:pos:R:3:mulliken_charge:R:1 method="wB97M-V/def2-TZVPD" energy_ev=-39426.9448 gap_ev="7.916 / 6.346" spin_multiplicity=2 fmax_ev_per_a=0.57 s2=0.770 charge=+1 de_lowest_kcal_mol=8.3
Ru -1.003 0.307 -1.334 0.21
C -2.985 0.605 2.444 -1.51
C -2.207 0.217 1.235 0.62
N -2.216 0.941 0.157 0.32
O -2.916 2.137 0.221 -0.54
C -1.372 -0.958 1.210 0.35
C -1.273 -1.901 2.364 -1.85
N -0.672 -1.135 0.095 0.94
O 0.131 -2.095 -0.021 -0.75
H -3.874 1.166 2.170 0.47
H -2.367 1.249 3.076 0.28
H -3.257 -0.273 3.024 0.41
H -2.764 2.533 -0.651 0.38
H -0.968 -1.384 3.275 0.35
H -0.533 -2.662 2.134 0.37
H -2.228 -2.395 2.557 0.47
N 2.077 0.918 -1.380 -0.94
C 0.940 0.692 -1.397 0.35
C -1.530 -2.896 -2.740 -0.91
Te -0.248 -1.298 -3.279 0.45
C 1.555 -2.216 -2.646 -0.79
H -1.129 -3.353 -1.840 0.26
H -1.567 -3.604 -3.564 0.41
H -2.513 -2.471 -2.562 0.27
H 2.059 -2.596 -3.531 0.38
H 1.309 -3.006 -1.947 0.24
H 2.157 -1.460 -2.156 0.17
N 3.746 1.294 0.795 0.11
C 3.069 2.245 1.733 -0.71
C 1.771 1.617 2.235 -0.28
N 1.948 0.298 2.810 -0.28
C 2.651 -0.608 1.916 -0.12
C 3.977 -0.050 1.415 -0.75
H 4.630 1.687 0.479 0.38
H 3.145 1.188 -0.065 0.17
H 2.888 3.170 1.187 0.40
H 3.757 2.441 2.555 0.37
H 1.062 1.543 1.405 -0.16
H 1.334 2.285 2.976 0.51
H 2.382 0.340 3.724 0.32
H 2.001 -0.841 1.069 -0.18
H 2.840 -1.550 2.430 0.50
H 4.424 -0.690 0.655 0.39
H 4.689 0.090 2.229 0.38
C -3.729 1.736 -3.928 -1.19
C -2.700 1.209 -2.989 1.17
O -2.754 0.002 -2.564 -0.71
O -1.752 1.928 -2.553 -0.69
H -4.109 0.935 -4.557 0.33
H -3.314 2.541 -4.528 0.36
H -4.563 2.131 -3.344 0.30

=====

Copy entry 5 word for word.
16
Properties=species:S:1:pos:R:3:mulliken_charge:R:1 method="wB97M-V/def2-TZVPD" energy_ev=-8866.3479 gap_ev=10.305 smiles="C=CCCC(N)=O" spin_multiplicity=1 fmax_ev_per_a=7.96 charge=0 de_lowest_kcal_mol=66.1
C -0.450 0.886 -0.770 -0.40
C -1.042 -0.186 0.134 -0.72
C -0.118 -0.180 1.311 -0.12
C -0.442 -0.952 2.430 -0.84
C 0.678 0.834 -1.751 0.39
N 1.439 -0.350 -1.727 -0.34
O 0.940 1.713 -2.559 -0.59
H -1.434 1.195 -1.233 0.28
H -0.076 1.851 -0.069 0.21
H -1.137 -1.217 -0.096 0.45
H -1.955 0.181 0.524 0.41
H 0.869 0.293 1.320 0.35
H 0.225 -0.759 3.380 0.20
H -1.053 -1.731 2.337 0.36
H 1.169 -1.099 -1.168 0.17
H 2.387 -0.478 -2.063 0.22